Entry 1:
ORCA calculation (ωB97M-V/def2-TZVPD) on 2 unconnected molecules or ions with the total composition C4H12.

Positions of all 16 atoms, in Å:
1 C -0.22 -1.41 2.26
2 C 0.71 -1.58 1.03
3 H -0.81 -2.32 2.27
4 H 0.42 -1.49 3.14
5 H -0.90 -0.57 2.16
6 H 1.44 -0.78 0.91
7 H 0.01 -1.72 0.19
8 H 1.23 -2.53 0.98
9 C -0.17 1.48 -2.40
10 C -0.30 1.56 -0.86
11 H 0.68 0.89 -2.78
12 H -1.11 1.13 -2.81
13 H 0.16 2.42 -2.85
14 H 0.05 2.50 -0.45
15 H 0.10 0.61 -0.51
16 H -1.36 1.53 -0.57

Values from the calculation:
- Structure (SMILES): CC.CC
- Gap between HOMO and LUMO: 12.51 eV
- Energy relative to the best compared isomer or geometry (same formula, charge and spin): 14.7 kcal per mole

Just the Mulliken charges please, in e? Sure, here they are: -0.7695, -0.9429, 0.2519, 0.2642, 0.2789, 0.2805, 0.2449, 0.3887, -0.8936, -0.4491, 0.3117, 0.2433, 0.2868, 0.3334, -0.0992, 0.2700


Entry 2:
ORCA calculation (ωB97M-V/def2-TZVPD) on 2 unconnected molecules or ions with the total composition CF3NO4S.

Positions of all 10 atoms, in Å:
1 C -0.51 -1.75 -0.44
2 N 1.56 2.30 0.27
3 O 1.67 2.66 1.36
4 O 1.91 2.44 -0.83
5 O -0.85 -0.02 1.67
6 O -1.71 0.72 -0.53
7 F 0.72 -2.23 -0.23
8 F -1.39 -2.50 0.21
9 F -0.77 -1.77 -1.74
10 S -0.63 0.15 0.25

Values from the calculation:
- Gap between HOMO and LUMO (spin up / spin down): 9.96 / 9.04 eV
- Spin multiplicity: 3

Just the Mulliken charges please, in e? Sure, here they are: 0.6560, 0.8088, -0.3981, -0.4118, -0.4405, -0.4535, -0.1991, -0.1780, -0.1828, 0.7989


Entry 3:
ORCA calculation (ωB97M-V/def2-TZVPD) on a single C5H6O2S molecule.

Positions of all 14 atoms, in Å:
1 C 0.11 1.09 0.27
2 C 0.10 0.14 1.63
3 C -0.20 -1.18 1.23
4 C -0.55 -1.28 -0.22
5 C -0.67 0.20 -0.66
6 H 1.37 0.90 -1.20
7 H -0.16 2.22 0.48
8 H 0.82 0.39 2.46
9 H 0.06 -2.00 2.13
10 H -1.61 0.65 -0.38
11 H 0.20 -0.47 -2.30
12 O 1.39 1.26 -0.16
13 O -0.09 0.49 -1.92
14 S -0.78 -2.42 -1.36

Values from the calculation:
- Structure (SMILES): O[C@@H]1C=CC(=S)[C@@H]1O
- Gap between HOMO and LUMO: 8.10 eV
- Energy relative to the best compared isomer or geometry (same formula, charge and spin): 84.4 kcal per mole

Just the Mulliken charges please, in e? Sure, here they are: 0.1514, -0.4582, -0.1269, 0.0319, -0.0296, 0.4490, 0.2429, 0.3476, 0.2421, 0.3429, 0.3297, -0.5777, -0.6254, -0.3197


Entry 4:
ORCA calculation (ωB97M-V/def2-TZVPD) on a molecular structure, C31H42F22INO16S.

Positions of all 114 atoms, in Å:
1 C 2.27 -2.19 -4.28
2 C 1.03 -2.00 -3.42
3 C -0.01 -1.26 -4.24
4 N -1.39 -1.43 -3.72
5 I -2.68 0.03 -4.36
6 S -2.01 -2.94 -3.99
7 O -3.39 -2.88 -3.70
8 O -1.74 -3.48 -5.27
9 F -1.42 -3.83 -2.88
10 H 2.58 -1.22 -4.65
11 H 3.07 -2.66 -3.75
12 H 2.05 -2.77 -5.17
13 H 1.32 -1.37 -2.59
14 H 0.70 -2.97 -3.09
15 H 0.20 -0.21 -4.15
16 H 0.08 -1.50 -5.29
17 C -3.58 -0.19 1.34
18 C -2.39 0.07 2.24
19 O -1.17 -0.41 1.64
20 C -0.60 0.39 0.75
21 O -0.98 1.46 0.40
22 C 0.69 -0.26 0.24
23 F 0.52 -1.56 -0.04
24 F 1.68 -0.17 1.15
25 F 1.13 0.33 -0.88
26 H -3.64 -1.25 1.09
27 H -4.50 0.10 1.84
28 H -3.50 0.37 0.41
29 H -2.49 -0.48 3.17
30 H -2.29 1.13 2.48
31 C 3.40 2.60 0.50
32 C 2.33 3.67 0.38
33 O 2.91 4.97 0.18
34 C 3.26 5.27 -1.05
35 O 3.15 4.58 -2.02
36 C 3.81 6.71 -1.09
37 F 4.66 6.94 -0.07
38 F 2.80 7.59 -0.99
39 F 4.47 6.94 -2.23
40 H 4.10 2.86 1.29
41 H 2.95 1.64 0.73
42 H 3.96 2.51 -0.43
43 H 1.76 3.74 1.30
44 H 1.63 3.44 -0.42
45 C -3.75 -5.71 -0.97
46 C -3.76 -4.41 -0.19
47 O -5.08 -4.12 0.29
48 C -5.45 -4.72 1.41
49 O -4.80 -5.49 2.05
50 C -6.86 -4.26 1.81
51 F -7.69 -4.25 0.76
52 F -6.81 -3.02 2.32
53 F -7.38 -5.07 2.73
54 H -4.48 -5.67 -1.77
55 H -2.76 -5.89 -1.41
56 H -4.00 -6.55 -0.33
57 H -3.48 -3.58 -0.84
58 H -3.05 -4.43 0.64
59 C 5.70 1.81 -7.14
60 C 6.94 1.36 -6.39
61 O 6.62 0.96 -5.05
62 C 6.15 -0.27 -4.90
63 O 5.97 -1.07 -5.76
64 C 5.90 -0.54 -3.41
65 F 5.29 0.49 -2.81
66 F 7.07 -0.75 -2.77
67 F 5.14 -1.63 -3.25
68 H 5.20 2.60 -6.59
69 H 5.97 2.18 -8.12
70 H 5.00 0.99 -7.26
71 H 7.65 2.18 -6.30
72 H 7.45 0.55 -6.91
73 C -10.26 -6.04 3.80
74 C -9.95 -7.31 3.05
75 O -10.60 -8.45 3.64
76 C -11.87 -8.63 3.31
77 O -12.51 -7.96 2.56
78 C -12.40 -9.90 3.98
79 F -12.04 -9.96 5.27
80 F -11.92 -10.99 3.36
81 F -13.73 -9.94 3.92
82 H -10.01 -6.15 4.86
83 H -9.70 -5.21 3.39
84 H -11.32 -5.80 3.74
85 H -8.88 -7.53 3.10
86 H -10.21 -7.23 2.00
87 C 9.49 -0.24 1.63
88 C 9.14 1.12 2.17
89 O 7.71 1.26 2.34
90 C 7.20 0.75 3.45
91 O 7.80 0.20 4.32
92 C 5.69 1.02 3.49
93 F 5.12 0.76 2.30
94 F 5.46 2.31 3.79
95 F 5.10 0.27 4.41
96 H 8.95 -0.44 0.70
97 H 10.56 -0.31 1.43
98 H 9.23 -1.03 2.34
99 H 9.42 1.90 1.46
100 H 9.64 1.33 3.11
101 C 1.94 8.52 1.61
102 C 1.48 9.86 2.16
103 O 0.05 9.93 2.26
104 C -0.49 9.37 3.33
105 O 0.09 8.82 4.22
106 C -2.01 9.56 3.31
107 F -2.52 9.30 2.09
108 F -2.32 10.83 3.62
109 F -2.60 8.76 4.19
110 H 1.45 8.32 0.67
111 H 3.01 8.52 1.47
112 H 1.67 7.71 2.30
113 H 1.77 10.66 1.49
114 H 1.93 10.07 3.13

Values from the calculation:
- Gap between HOMO and LUMO: 8.86 eV

Mulliken population analysis, charges in e, atoms 1 to 99: -1.7226, 0.9340, -1.0133, -0.3171, 0.2089, 1.3584, -0.6214, -0.6350, -0.1890, 0.3314, 0.4528, 0.4074, -0.3772, 0.2452, 0.4365, 0.5262, -0.9454, -0.2619, -0.2943, 0.1095, -0.5364, 1.2035, -0.2359, -0.3182, -0.2583, 0.1149, 0.4121, 0.3293, 0.3587, 0.3209, -0.6735, -0.3493, -0.2752, 0.3453, -0.5390, 0.9024, -0.2536, -0.2510, -0.2528, 0.3154, 0.1109, 0.2160, 0.3601, 0.3330, -1.3615, 0.0122, -0.3005, 0.2722, -0.5220, 0.9705, -0.2606, -0.2645, -0.2305, 0.3451, 0.3287, 0.4051, 0.2284, 0.3688, -1.0902, -0.2275, -0.3324, 0.3494, -0.5217, 0.9351, -0.2558, -0.2767, -0.2139, 0.2890, 0.3792, 0.3095, 0.3205, 0.3295, -1.0332, -0.1567, -0.3234, 0.3217, -0.5026, 0.8955, -0.2444, -0.2515, -0.2379, 0.2976, 0.2711, 0.3560, 0.2668, 0.3371, -1.0514, -0.2371, -0.2965, 0.3011, -0.5162, 0.9579, -0.2293, -0.2591, -0.2589, 0.2517, 0.3792, 0.3167, 0.3126


Entry 5:
ORCA calculation (ωB97M-V/def2-TZVPD) on a molecular structure, C51H27Cl2I4IrN4O2.

Positions of all 91 atoms, in Å:
1 Ir 0.14 0.10 0.23
2 I 6.77 7.02 1.63
3 C 5.25 5.63 1.36
4 C 5.55 4.28 1.23
5 C 4.53 3.36 1.05
6 C 3.21 3.78 0.99
7 C 2.91 5.13 1.12
8 C 3.93 6.06 1.31
9 C 2.13 2.77 0.83
10 C 1.96 1.85 1.88
11 C 2.47 2.05 3.22
12 C 1.73 1.26 4.03
13 C 0.80 0.54 3.19
14 C -0.25 -0.24 3.64
15 C -0.76 0.07 4.99
16 C -1.30 -0.84 5.92
17 C -1.77 -0.41 7.15
18 C -1.75 0.94 7.48
19 I -2.45 1.57 9.33
20 C -1.28 1.86 6.56
21 C -0.80 1.43 5.34
22 C -0.84 -1.24 2.76
23 N -0.94 -1.11 1.43
24 C -1.47 -2.32 0.94
25 C -1.79 -2.60 -0.37
26 C -2.35 -3.93 -0.72
27 C -1.72 -4.69 -1.70
28 C -2.21 -5.94 -2.05
29 C -3.35 -6.42 -1.42
30 I -4.10 -8.30 -1.94
31 C -4.01 -5.66 -0.47
32 C -3.50 -4.42 -0.11
33 C -1.67 -1.67 -1.43
34 C -2.40 -1.75 -2.66
35 C -2.19 -0.57 -3.31
36 C -1.33 0.22 -2.48
37 N -1.01 -0.50 -1.35
38 C -0.94 1.53 -2.73
39 C -0.14 2.31 -1.88
40 C 0.56 3.47 -2.31
41 C 1.45 3.79 -1.34
42 C 1.30 2.84 -0.29
43 N 0.28 1.96 -0.62
44 C -1.34 2.14 -4.03
45 C -2.12 3.29 -4.04
46 C -2.51 3.86 -5.24
47 C -2.10 3.29 -6.44
48 I -2.67 4.15 -8.25
49 C -1.32 2.14 -6.44
50 C -0.95 1.57 -5.23
51 C -1.66 -3.21 2.04
52 C -1.31 -2.54 3.16
53 N 1.05 0.86 1.88
54 H 6.58 3.95 1.26
55 H 4.77 2.31 0.95
56 H 1.88 5.47 1.10
57 H 3.69 7.11 1.42
58 H 3.25 2.74 3.49
59 H 1.81 1.15 5.10
60 H -1.34 -1.89 5.73
61 H -2.15 -1.14 7.85
62 H -1.30 2.92 6.78
63 H -0.50 2.17 4.62
64 H -0.83 -4.31 -2.19
65 H -1.70 -6.53 -2.80
66 H -4.91 -6.03 0.00
67 H -4.02 -3.82 0.62
68 H -3.03 -2.57 -2.96
69 H -2.63 -0.24 -4.24
70 H 0.43 3.95 -3.27
71 H 2.20 4.57 -1.36
72 H -2.44 3.74 -3.11
73 H -3.13 4.75 -5.25
74 H -0.99 1.70 -7.37
75 H -0.33 0.68 -5.23
76 H -1.99 -4.23 1.97
77 H -1.24 -2.96 4.14
78 Cl 1.83 -5.74 -3.64
79 C 1.74 -4.47 -2.46
80 C 1.63 -4.79 -1.12
81 C 1.51 -3.79 -0.18
82 Cl 1.42 -4.21 1.49
83 C 1.47 -2.43 -0.54
84 O 1.30 -1.54 0.42
85 C 1.69 -2.13 -1.90
86 C 1.98 -0.78 -2.39
87 O 2.01 0.24 -1.73
88 C 1.80 -3.15 -2.85
89 H 1.63 -5.83 -0.80
90 H 2.25 -0.74 -3.46
91 H 1.96 -2.90 -3.89

Values from the calculation:
- Gap between HOMO and LUMO (spin up / spin down): 5.59 / 4.97 eV
- Spin multiplicity: 2
- Total charge: +1
- Energy relative to the best compared isomer or geometry (same formula, charge and spin): 0.0 kcal per mole

Just the Mulliken charges please, in e? Sure, here they are: 1.0967, 0.1420, -0.0794, -0.7635, -0.1631, -0.5186, -0.1151, -0.7590, 1.2995, 0.5551, -0.9754, -1.5538, -0.2512, 0.6451, 0.4637, -0.2978, -0.9093, -0.1553, 0.1541, -0.8178, -0.2752, 0.6713, -0.0953, 0.2517, 1.6245, -0.3759, -0.2274, -0.8893, -0.1739, 0.1292, -0.7795, -0.3787, 0.4615, -1.7047, -1.5733, 0.5654, 0.0351, 1.4159, 0.1557, -1.1287, -1.4762, 0.6988, -0.0279, -0.4598, -0.2124, -0.7201, -0.1329, 0.1432, -0.7488, -0.2270, -1.1577, -1.4085, 0.0370, 0.4032, 0.5156, 0.5537, 0.3979, 0.5908, 0.7760, 0.2888, 0.4109, 0.3991, 0.5576, 0.7151, 0.4712, 0.4038, 0.6180, 0.6060, 0.6037, 0.5135, 0.5581, 0.5215, 0.3951, 0.3958, 0.5666, 0.7255, 0.5495, -0.2073, -0.2891, -0.2430, 0.6667, -0.1588, -0.0373, -0.7560, 1.0107, -0.6876, -0.4203, -0.7309, 0.4811, 0.3493, 0.4725


Entry 6:
ORCA calculation (ωB97M-V/def2-TZVPD) on a molecular structure, C8H23N4.

Positions of all 35 atoms, in Å:
1 C 1.09 -2.43 -1.15
2 C 1.86 2.09 -0.92
3 C -3.38 -0.22 0.08
4 C 1.71 -1.08 -0.84
5 C 1.71 1.14 0.25
6 C -1.98 -0.88 -0.18
7 C 0.93 -0.22 0.12
8 C -1.01 0.25 -0.17
9 N -1.03 0.95 -1.40
10 N 0.48 -0.28 2.48
11 N 1.02 -0.88 1.34
12 N -1.22 1.16 0.94
13 H 0.48 -2.30 -2.11
14 H 0.61 -2.88 -0.24
15 H 1.96 -3.15 -1.40
16 H 2.72 2.77 -0.63
17 H 1.97 1.47 -1.84
18 H 1.02 2.73 -1.03
19 H -3.68 -0.05 1.11
20 H -3.33 0.78 -0.35
21 H -4.17 -0.82 -0.29
22 H 2.74 -1.24 -0.35
23 H 1.82 -0.47 -1.70
24 H 1.12 1.73 0.96
25 H 2.70 0.81 0.59
26 H -1.75 -1.76 0.50
27 H -2.16 -1.29 -1.14
28 H -0.48 1.73 -1.51
29 H -1.42 0.44 -2.24
30 H 1.23 0.20 3.03
31 H 0.21 -1.04 3.09
32 H 1.85 -1.44 1.51
33 H -0.78 2.10 0.70
34 H -0.66 0.78 1.80
35 H -2.18 1.33 1.02

Values from the calculation:
- Gap between HOMO and LUMO: 9.03 eV
- Total charge: +1
- Energy relative to the best compared isomer or geometry (same formula, charge and spin): 19.5 kcal per mole

Just the Mulliken charges please, in e? Sure, here they are: -1.0561, -1.3914, -1.4885, -0.9254, -1.1260, -0.1750, 0.8805, -0.5904, -0.2470, -0.7656, -0.1145, 0.1240, 0.2008, 0.2670, 0.3912, 0.3747, 0.2884, 0.4089, 0.3581, 0.4741, 0.4174, 0.4820, 0.2061, 0.4003, 0.4809, 0.3198, 0.3846, 0.0732, 0.2780, 0.2638, 0.2241, 0.3591, 0.4041, 0.3945, 0.4246


Entry 7:
ORCA calculation (ωB97M-V/def2-TZVPD) on 3 unconnected molecules or ions with the total composition C24H29ClF17O6PSi.

Positions of all 79 atoms, in Å:
1 C 0.28 4.20 1.72
2 Si -1.39 3.74 2.47
3 C -1.09 3.49 4.34
4 C -2.53 5.23 2.31
5 O -2.04 2.29 1.91
6 C -2.08 2.19 0.50
7 C -2.01 0.70 0.06
8 C -0.80 0.41 -0.77
9 C 0.09 -0.54 -0.58
10 P -0.06 -1.79 0.81
11 O -1.51 -2.54 0.51
12 Cl -0.23 -0.80 2.65
13 C 1.26 -0.54 -1.61
14 O 1.73 -1.50 -2.07
15 C 1.72 0.89 -2.02
16 C 0.81 1.80 -2.19
17 C 1.16 3.23 -2.55
18 C -0.01 4.08 -3.06
19 C -0.40 3.72 -4.50
20 F -0.09 4.82 -5.30
21 C -0.61 1.35 -1.96
22 O -1.52 1.65 -2.65
23 H 0.95 4.58 2.49
24 H 0.79 3.39 1.18
25 H 0.10 5.00 0.99
26 H -0.77 4.45 4.73
27 H -0.32 2.73 4.42
28 H -2.04 3.16 4.76
29 H -2.10 6.01 2.95
30 H -2.53 5.67 1.31
31 H -3.54 5.07 2.68
32 H -3.04 2.58 0.12
33 H -1.30 2.78 0.00
34 H -2.88 0.50 -0.57
35 H -2.12 0.07 0.94
36 H -2.21 -1.88 0.55
37 H 2.76 1.17 -2.15
38 H 1.94 3.22 -3.32
39 H 1.59 3.75 -1.69
40 H -0.88 3.94 -2.41
41 H 0.20 5.15 -3.05
42 H -1.47 3.54 -4.62
43 H 0.15 2.86 -4.88
44 C -4.06 -5.16 1.32
45 C -4.86 -4.34 0.29
46 C -6.34 -4.12 0.60
47 F -7.02 -5.28 0.67
48 F -6.91 -3.38 -0.38
49 F -4.71 -4.90 -0.93
50 F -4.27 -3.11 0.22
51 O -3.88 -6.53 1.03
52 C -4.87 -7.42 1.40
53 C -5.49 -8.10 0.18
54 F -6.03 -7.20 -0.66
55 F -6.49 -8.94 0.58
56 F -5.80 -6.81 2.16
57 F -4.29 -8.36 2.17
58 H -3.06 -4.75 1.30
59 H -4.43 -5.00 2.33
60 H -6.46 -3.58 1.55
61 H -4.74 -8.68 -0.36
62 C 7.27 -0.72 0.71
63 C 5.90 -0.15 1.10
64 C 4.73 -0.53 0.19
65 F 4.89 -0.09 -1.08
66 F 3.58 0.03 0.64
67 F 5.99 1.19 1.21
68 F 5.61 -0.63 2.34
69 O 8.13 0.13 -0.02
70 C 7.99 0.19 -1.39
71 C 7.57 1.59 -1.86
72 F 6.40 1.95 -1.30
73 F 7.41 1.59 -3.20
74 F 7.14 -0.76 -1.83
75 F 9.20 -0.09 -1.92
76 H 7.79 -0.89 1.65
77 H 7.19 -1.71 0.24
78 H 4.58 -1.61 0.17
79 H 8.33 2.33 -1.59

Values from the calculation:
- Structure (SMILES): C[Si](C)(C)OCCC1=C(P(O)Cl)C(=O)C=C(CCCF)C1=O.FC(F)C(F)(F)COC(F)(F)C(F)F.FC(F)C(F)(F)COC(F)(F)C(F)F
- Gap between HOMO and LUMO: 8.27 eV

Just the Mulliken charges please, in e? Sure, here they are: -1.0500, 0.6350, -1.0809, -1.0959, -0.4293, -0.1030, -1.2155, 0.7255, 1.0971, -0.1165, -0.2717, -0.2022, -0.3074, -0.5389, -0.5803, 1.1692, -1.2955, -0.5589, -0.2313, -0.3705, -0.3305, -0.5241, 0.4820, 0.2171, 0.3100, 0.3263, 0.2647, 0.2970, 0.3149, 0.3417, 0.3155, 0.2439, -0.0788, 0.3570, 0.2066, 0.3902, 0.6334, 0.5053, 0.4260, 0.1711, 0.5158, 0.2366, 0.2326, -0.6194, 0.8423, 0.0776, -0.2244, -0.2711, -0.2756, -0.3444, -0.4116, 0.7693, 0.2058, -0.2155, -0.2569, -0.2811, -0.3019, 0.3327, 0.3744, 0.3090, 0.2484, -0.7661, 0.8813, 0.1767, -0.2349, -0.2450, -0.2696, -0.3336, -0.4019, 0.7695, 0.1865, -0.1936, -0.2567, -0.2585, -0.3014, 0.4220, 0.3543, 0.2353, 0.2451


Entry 8:
ORCA calculation (ωB97M-V/def2-TZVPD) on a molecular structure, C4H4CdLiO2.

Positions of all 12 atoms, in Å:
1 H -2.53 0.56 0.19
2 C 1.26 -0.55 0.30
3 C 0.39 -1.71 -0.16
4 C -0.24 -0.43 0.24
5 C -1.13 0.52 0.09
6 O -0.98 1.81 -0.01
7 O 2.02 0.19 -0.56
8 H 1.67 -0.67 1.31
9 H 0.31 -2.57 0.51
10 H 0.38 -1.94 -1.23
11 Cd 1.29 1.86 -0.88
12 Li -2.44 2.93 0.21

Values from the calculation:
- Gap between HOMO and LUMO (spin up / spin down): 5.49 / 5.49 eV
- Total charge: +1
- Energy relative to the best compared isomer or geometry (same formula, charge and spin): 32.3 kcal per mole

Just the Mulliken charges please, in e? Sure, here they are: -0.1584, 0.2843, -0.5438, -0.4743, 0.7034, -0.7326, -0.8985, 0.3805, 0.2472, 0.2221, 1.0593, 0.9109